No. 1
Entry from the Open Molecules 2025 dataset: a structure of composition C22H26Cl3NORu at a distorted geometry (wB97M-V/def2-TZVPD).

Geometry (Å):
C  -0.6734  0.5387  -2.8927
C  -1.5215  -0.5837  -2.8896
C  -0.7192  -1.7581  -2.7617
C  -2.9808  -0.5562  -3.1158
C  0.6098  -1.3886  -2.5276
C  0.6927  0.0883  -2.5800
C  1.8903  0.8207  -3.0595
C  -1.0085  1.8736  -3.4333
C  -1.2224  -3.1391  -2.9375
C  1.7636  -2.3033  -2.4421
Ru  0.2634  0.3577  -0.5331
Cl  -4.7390  0.6055  -0.2541
Cl  -0.1532  2.6216  -0.3534
Cl  -0.9471  -1.3868  0.2871
H  -3.3951  0.4025  -2.7838
H  -3.4862  -1.3156  -2.5056
H  -3.2436  -0.7230  -4.1720
H  -2.1342  -3.3047  -2.3536
H  -0.4715  -3.8773  -2.6433
H  -1.4746  -3.3274  -3.9890
H  1.5677  -3.1180  -1.7288
H  2.6779  -1.7766  -2.1494
H  1.9550  -2.7745  -3.4178
H  2.8044  0.3332  -2.7113
H  1.8825  1.8555  -2.7020
H  1.8989  0.8208  -4.1572
H  -1.9741  2.2133  -3.0378
H  -1.0964  1.8370  -4.5318
H  -0.2391  2.6098  -3.1828
O  2.1088  0.6943  -0.3029
H  2.2185  1.6203  -0.0056
C  -1.4080  3.7348  4.0150
C  -2.1205  3.1053  2.9846
C  -1.5654  2.0505  2.2820
C  -0.2937  1.5307  2.6463
C  0.3688  2.1082  3.7687
C  -0.1684  3.2162  4.4151
N  0.2926  0.5299  1.9364
C  0.9687  -0.4664  2.5955
C  2.1774  -0.9512  2.0529
C  2.8280  -2.0540  2.5826
C  2.3233  -2.6784  3.7213
C  1.1446  -2.2035  4.3095
C  0.4713  -1.1113  3.7724
H  -1.8053  4.6319  4.4960
H  -3.1145  3.4515  2.7073
H  -2.1223  1.5726  1.4712
H  1.3576  1.7216  4.0372
H  0.3860  3.6641  5.2449
H  2.5840  -0.4323  1.1918
H  3.7279  -2.4106  2.0909
H  2.8449  -3.5302  4.1566
H  0.7339  -2.6971  5.1885
H  -0.4645  -0.7422  4.2015

The HOMO-LUMO gap (spin up / spin down) comes out at 5.1 / 5.0 eV. Its multiplicity is 5. The calculation puts the HOMO energy (spin up / spin down) at -0.385 / -1.442 eV. The total charge is -2. The relative energy (zero: lowest compared OMol25 entry of this formula, charge and spin) is 0.00 kJ/mol. The calculation puts the total energy at -66923.04314 eV. Its expectation value of S² is 6.06.

=====

No. 2
Entry from the Open Molecules 2025 dataset: an isolated molecule of C22H26ClN3O6S at a distorted geometry (wB97M-V/def2-TZVPD).

Geometry (Å):
C  2.9833  3.6168  1.8883
C  3.3507  2.1844  1.5194
H  4.4400  2.0709  1.4461
C  2.7853  1.8377  0.1260
O  3.5319  1.8213  -0.8290
N  1.4463  1.6930  0.1045
C  0.6443  1.2795  -0.9671
C  -0.7121  1.0746  -0.7165
C  -1.5535  0.6373  -1.7155
C  -1.0774  0.4026  -3.0099
C  0.2798  0.6235  -3.2501
C  1.1302  1.0513  -2.2483
H  2.1744  1.2104  -2.4576
H  0.6904  0.4743  -4.2360
N  -1.9445  -0.1041  -3.9780
C  -1.4092  -0.6110  -5.2240
H  -0.4957  -1.1727  -5.0264
C  -2.4421  -1.5593  -5.8433
H  -2.1054  -1.9065  -6.8216
O  -3.6805  -0.9243  -6.0547
C  -4.1895  -0.4217  -4.8415
C  -3.2115  0.5661  -4.2036
H  -3.6181  0.9359  -3.2643
H  -3.0767  1.4200  -4.8889
H  -5.1333  0.0692  -5.0846
H  -4.3763  -1.2516  -4.1425
H  -2.5778  -2.4241  -5.1754
H  -1.1927  0.2012  -5.9372
H  -2.5922  0.4580  -1.4824
H  -1.0982  1.2485  0.2781
H  0.9550  1.7010  0.9953
O  2.9053  1.3464  2.6058
C  2.6822  0.0614  2.3958
O  2.7719  -0.5033  1.3373
C  2.3165  -0.6778  3.6888
N  1.2238  -0.1175  4.4489
S  -0.1726  0.1631  3.5463
O  -1.2058  0.4849  4.4802
O  0.0718  1.1210  2.4957
C  -0.4854  -1.4412  2.8279
C  -0.9908  -2.4242  3.6599
C  -1.2546  -3.6812  3.1477
C  -1.0088  -3.9291  1.8018
C  -0.5061  -2.9390  0.9681
C  -0.2417  -1.6838  1.4888
H  0.1511  -0.9031  0.8584
H  -0.3225  -3.1443  -0.0742
Cl  -1.3389  -5.4904  1.1596
H  -1.6494  -4.4629  3.7771
H  -1.1799  -2.1846  4.6938
C  1.5438  0.9797  5.3409
H  2.0156  1.8156  4.8182
H  2.2037  0.6154  6.1282
H  0.6047  1.3100  5.7785
H  3.2024  -0.7042  4.3296
H  2.0561  -1.7023  3.4076
H  3.4642  3.8981  2.8220
H  3.3127  4.2884  1.1005
H  1.9058  3.7026  2.0073

The HOMO-LUMO gap comes out at 7.5 eV. Its multiplicity is 1. Its SMILES is C[C@@H](OC(=O)CN(C)S(=O)(=O)c1ccc(Cl)cc1)C(=O)Nc1ccc(N2CCOCC2)cc1. The calculation puts the HOMO energy at -7.410 eV. The relative energy (zero: lowest compared OMol25 entry of this formula, charge and spin) is 14.47 kJ/mol. The calculation puts the total energy at -63349.00806 eV.

=====

No. 3
Entry from the Open Molecules 2025 dataset: a structure of composition C22H26CrN5O4 at a distorted geometry (wB97M-V/def2-TZVPD).

Geometry (Å):
Cr  -0.4401  0.2886  -0.4552
C  -0.7038  0.4692  3.8968
C  -1.0206  0.3949  2.5405
N  -0.1136  0.3538  1.5735
C  1.1899  0.3918  1.9478
C  1.6079  0.4325  3.2968
C  0.6149  0.4851  4.2876
C  2.9998  0.4265  3.6024
C  3.9330  0.4325  2.6210
C  3.5461  0.4428  1.2514
C  4.4652  0.4853  0.1895
C  3.9952  0.4671  -1.1039
C  2.6190  0.4030  -1.3321
N  1.7303  0.3825  -0.3543
C  2.1739  0.4067  0.9176
H  -1.4987  0.5086  4.6229
H  -2.0545  0.3657  2.2368
H  0.8930  0.5427  5.3277
H  3.2840  0.4290  4.6427
H  4.9861  0.4383  2.8562
H  5.5215  0.5215  0.4064
H  4.6732  0.4902  -1.9413
H  2.2231  0.3450  -2.3391
C  -1.3528  -0.3293  -3.4756
O  -0.5500  0.5225  -2.6614
C  -0.7677  1.8994  -2.9907
C  0.1099  2.7726  -2.1083
O  -0.1773  2.4950  -0.7424
C  0.4650  3.4037  0.1375
H  -1.2544  -0.0589  -4.5318
H  -2.4074  -0.2500  -3.1940
H  -0.9930  -1.3489  -3.3391
H  -1.8251  2.1474  -2.8307
H  -0.5100  2.0663  -4.0430
H  -0.1027  3.8263  -2.3258
H  1.1746  2.5829  -2.3097
H  0.2114  4.4356  -0.1265
H  1.5561  3.2923  0.1020
H  0.1028  3.1909  1.1420
C  -4.6573  0.0545  0.4302
O  -3.2485  -0.2658  0.4853
C  -2.4101  0.4428  -0.2424
O  -2.7274  1.3742  -0.9504
H  -5.0997  -0.3814  1.3212
H  -5.0941  -0.3888  -0.4653
H  -4.7936  1.1359  0.4068
N  -2.5941  -4.7443  -0.3319
C  -1.5050  -3.9871  -0.4592
C  -1.5514  -2.5692  -0.3796
N  -0.4665  -1.8150  -0.5114
C  0.6885  -2.4686  -0.7236
C  0.7306  -3.8565  -0.7923
N  -0.3386  -4.6039  -0.6703
H  -3.5053  -4.3618  -0.1456
H  -2.4893  -5.7445  -0.3972
H  -2.4929  -2.0914  -0.1814
H  1.5906  -1.8960  -0.8410
H  1.6608  -4.3821  -0.9488

The HOMO-LUMO gap (spin up / spin down) comes out at 6.5 / 7.4 eV. Its multiplicity is 2. The calculation puts the HOMO energy (spin up / spin down) at -14.139 / -14.127 eV. The total charge is +2. The relative energy (zero: lowest compared OMol25 entry of this formula, charge and spin) is 0.00 kJ/mol. The calculation puts the total energy at -67283.88791 eV. Its expectation value of S² is 0.93.